14
Properties=species:S:1:pos:R:3 method="wB97M-V/def2-TZVPD" total_charge=0 multiplicity=1
N 2.25 -0.22 -0.93
C -0.95 0.88 0.72
C 0.32 0.98 -0.11
H -0.72 0.85 1.79
H 0.49 1.76 -0.84
H 1.65 -0.70 -1.61
H -1.63 1.72 0.54
C -0.18 -0.99 -0.46
H -2.19 -0.33 -0.62
H -1.83 -1.19 0.92
C 1.24 -0.02 0.02
C -1.46 -0.46 0.19
H 2.85 -0.97 -0.58
O 0.80 -1.11 0.70

---

14
Properties=species:S:1:pos:R:3 method="wB97M-V/def2-TZVPD" total_charge=0 multiplicity=1 smiles="C=C1CCC(=O)N1"
H 0.20 2.18 0.11
C -0.34 0.69 1.42
H 1.21 -0.20 -2.48
O -0.61 1.36 2.33
H -1.01 -1.52 -0.73
H 0.12 -1.26 1.93
C -0.20 -1.13 -0.18
H -1.72 -0.91 1.27
H 0.61 -1.98 -0.24
H 0.98 1.51 -2.35
C -0.65 -0.77 1.22
C 0.88 0.61 -1.84
C 0.31 0.23 -0.72
N 0.22 1.18 0.25

---

14
Properties=species:S:1:pos:R:3 method="wB97M-V/def2-TZVPD" total_charge=0 multiplicity=1 smiles=OCC#C[C@H]1CN1
H -0.93 2.99 0.01
H -0.86 2.61 1.73
H -0.17 -2.85 -2.00
C -0.39 2.41 0.76
C 0.20 -2.03 -1.38
O 0.94 2.89 0.72
H -1.46 -2.15 0.10
N 0.67 -2.40 -0.06
H 1.43 -1.80 0.23
H 0.72 -1.24 -1.93
H 1.45 2.37 1.36
C -0.56 -1.60 -0.17
C -0.49 0.98 0.45
C -0.54 -0.20 0.18

---

14
Properties=species:S:1:pos:R:3 method="wB97M-V/def2-TZVPD" total_charge=0 multiplicity=1 smiles=Cc1occc1N
O 0.32 -1.07 1.28
H -0.93 1.20 1.15
C -0.54 -1.36 -0.77
H 1.32 1.29 -1.67
H 0.56 2.17 0.99
H 0.29 0.48 -2.75
H -1.11 -1.82 -1.57
H 0.33 1.06 2.37
C 0.75 0.03 0.52
C 0.34 -0.22 -0.79
C 0.18 1.20 1.29
C -0.61 -1.67 0.56
H -1.42 -1.99 1.19
N 0.53 0.69 -1.80

---

14
Properties=species:S:1:pos:R:3 method="wB97M-V/def2-TZVPD" total_charge=0 multiplicity=1
H 2.11 1.12 -1.03
H 1.02 -1.96 0.22
C 0.22 -1.22 0.19
C 1.19 1.35 -0.50
H -1.01 -1.08 -1.74
H -1.72 -2.02 -0.34
C 0.36 0.29 0.09
C -1.05 -1.22 -0.66
N 1.23 1.05 0.94
H -1.95 0.66 0.49
O -0.67 -0.94 1.37
H 0.69 2.26 -0.83
C -1.12 -0.02 0.31
H 0.71 1.72 1.50

---

14
Properties=species:S:1:pos:R:3 method="wB97M-V/def2-TZVPD" total_charge=0 multiplicity=1
H 1.86 -0.54 1.12
C 1.18 -0.33 0.29
C -0.90 0.90 -0.16
C 0.51 1.03 0.37
H 0.96 1.99 0.58
H -1.51 1.77 -0.37
H -0.57 -1.37 1.51
H -0.76 -0.78 -1.62
N -0.59 0.57 1.22
H 1.42 -0.27 -1.64
H -2.14 -0.89 -0.51
C -1.12 -0.53 -0.61
C -0.27 -0.80 0.65
O 1.87 -0.68 -0.88

---

Calculated energy above the lowest of the compared OMol25 structures with the same formula, charge and spin (kcal per mole), listed in the same order as above: 116.8 25.9 77.3 60.0 104.9 80.4
Calculated HOMO level (hartree), listed in the same order as above: -0.3108 -0.3103 -0.3396 -0.2729 -0.3495 -0.3586